{
  "formula": "C28H20AuF15GeN7O2S",
  "method": "wB97M-V/def2-TZVPD",
  "lumo_energy_ev": -5.6,
  "energy_ev": -155679.6580,
  "charge": 1,
  "symbols": ["H", "H", "C", "F", "F", "H", "C", "F", "H", "C", "C", "F", "Au", "H", "H", "N", "C", "N", "C", "C", "H", "C", "F", "S", "C", "C", "N", "F", "H", "C", "H", "C", "C", "F", "N", "H", "C", "C", "C", "F", "C", "C", "N", "C", "N", "C", "C", "H", "H", "F", "F", "C", "H", "C", "O", "C", "F", "O", "H", "H", "N", "F", "H", "C", "H", "Ge", "C", "H", "F", "C", "C", "H", "F", "F", "H"],
  "coordinates": [[-3.79171, -0.54392, 2.70336], [-4.74907, 1.66226, 3.45026], [3.71038, -4.29219, 2.70408], [3.47122, -5.48746, 3.24114], [-2.30338, -5.76426, -1.89926], [-5.50688, 3.56654, 2.22192], [2.99917, -3.85608, 1.59879], [6.81042, -1.83146, -3.12583], [-1.36468, -0.59658, -0.18015], [-0.10482, 2.19158, -1.41391], [4.67758, -3.47204, 3.25273], [3.06594, 0.02129, -5.28510], [-2.22848, 2.25735, 0.61587], [-0.36935, 1.32626, -3.20649], [-2.82312, 4.78012, 2.26607], [-3.54861, 2.79792, 2.10800], [4.71001, -1.84760, -2.04730], [0.22133, 1.93392, -2.66499], [-1.25640, -4.32409, -0.36690], [3.21094, -2.61890, 1.01843], [1.11742, 2.18821, -3.04278], [-0.31235, -4.68719, -2.53280], [2.07789, -4.70006, 1.10682], [1.23565, -0.01653, 0.12923], [-2.25256, 5.64442, -1.54083], [-2.73377, 6.57278, -0.54674], [-2.36687, 0.34672, 1.40746], [5.71888, -0.57555, -5.26673], [-3.01598, 1.59029, 3.73832], [-2.34413, -0.65110, 0.30179], [-3.74930, 4.20306, 3.66850], [4.19727, -1.83069, 1.59177], [-2.00718, 6.07492, -2.88909], [5.30183, -2.47529, -1.02514], [-3.11792, 7.23863, 0.30562], [-2.08831, 3.61775, 3.40325], [3.36018, -1.54404, -2.00869], [-0.21491, -3.46585, -0.08288], [-4.81348, 3.23143, 1.44974], [1.52584, -0.65129, -3.21144], [3.61198, -0.58978, -4.22885], [-1.30596, -4.93902, -1.60593], [-1.81573, 6.42443, -3.96465], [0.78593, -3.16286, -0.99037], [-2.03881, 4.41310, -1.25404], [0.71150, -3.80916, -2.21134], [-3.77593, 1.59341, 2.96080], [-1.42244, -0.95506, 2.76009], [-4.59808, 4.05483, 0.77455], [-2.21174, -4.56394, 0.53930], [5.36730, -3.87342, 4.31353], [4.92871, -2.23084, 2.69205], [-4.46512, 0.34257, 1.33680], [2.84327, -0.92725, -3.13475], [-1.23594, 1.71421, -1.01006], [-3.00979, 3.92851, 2.91502], [-0.18744, -2.94339, 1.16088], [-2.27747, 4.16120, 0.04264], [-0.31071, 0.04872, 1.80938], [-1.25004, 0.77170, 3.16954], [0.68034, 2.95291, -0.65462], [4.49064, -0.63832, 1.05810], [-5.25482, 2.40525, 0.89685], [-3.68476, 0.35907, 2.09882], [0.53411, 2.95420, 0.33857], [2.17332, -1.85584, -0.46861], [-1.26462, 0.04767, 2.35719], [-2.48082, -1.64750, 0.72363], [-0.35581, -5.27776, -3.72307], [5.51553, -1.53073, -3.12978], [4.96264, -0.89255, -4.22379], [1.62620, 3.12867, -0.95010], [5.86975, -1.44628, 3.21428], [1.63942, -3.60089, -3.15326], [-3.14331, -0.42911, -0.40488]],
  "forces_ev_per_angstrom": [[0.06, -0.03, -0.03], [0.00, 0.07, -0.05], [-0.01, -0.03, 0.01], [-0.01, 0.01, -0.02], [0.00, 0.00, 0.00], [-0.01, -0.02, 0.01], [-0.01, 0.00, 0.02], [-0.02, 0.00, 0.01], [-0.01, -0.03, 0.04], [0.14, -0.22, 0.02], [0.04, -0.01, 0.06], [0.00, -0.01, 0.02], [-0.25, 0.15, -0.03], [0.03, -0.05, 0.02], [-0.02, 0.00, -0.05], [0.20, 0.13, -0.07], [0.00, 0.03, 0.01], [-0.13, 0.19, -0.09], [-0.02, 0.01, 0.01], [0.02, -0.01, -0.05], [0.05, -0.11, 0.03], [-0.02, -0.01, -0.03], [0.03, -0.01, -0.01], [0.23, -0.06, -0.12], [-0.02, 0.10, -0.10], [0.07, -0.01, 0.00], [-0.03, 0.15, -0.32], [-0.02, 0.00, 0.02], [-0.02, -0.02, 0.00], [0.06, -0.12, -0.05], [0.00, -0.02, 0.01], [0.01, -0.05, 0.03], [-0.04, -0.02, 0.03], [-0.01, -0.01, -0.01], [-0.02, -0.02, -0.03], [0.00, 0.00, -0.01], [-0.01, -0.10, -0.02], [0.01, -0.03, 0.02], [-0.06, 0.05, 0.00], [-0.06, 0.01, 0.05], [-0.04, 0.03, -0.03], [-0.05, -0.05, -0.03], [0.01, 0.00, 0.02], [0.07, -0.13, 0.02], [0.03, -0.02, 0.11], [-0.06, 0.07, -0.01], [-0.10, -0.08, 0.06], [-0.05, 0.00, 0.00], [0.01, 0.01, 0.02], [0.00, 0.01, 0.00], [-0.01, 0.01, -0.02], [0.02, 0.02, 0.02], [0.00, 0.01, 0.00], [0.10, -0.01, -0.02], [0.10, -0.02, -0.01], [-0.03, -0.01, 0.05], [-0.02, 0.11, -0.05], [-0.02, -0.09, 0.18], [-0.12, -0.02, 0.06], [0.02, 0.00, -0.03], [-0.31, 0.37, -0.12], [-0.05, 0.03, -0.04], [0.01, -0.02, 0.01], [-0.07, -0.10, 0.08], [0.11, -0.14, 0.07], [-0.14, 0.25, 0.22], [0.26, -0.05, 0.10], [-0.06, -0.01, 0.07], [0.01, 0.01, 0.00], [0.04, 0.00, -0.01], [0.06, 0.01, -0.06], [0.06, -0.08, 0.02], [-0.01, 0.00, -0.01], [0.01, -0.04, 0.01], [0.01, 0.01, 0.02]],
  "lowdin_charge": [0.15, 0.15, -0.14, 0.13, 0.14, 0.12, -0.21, 0.14, 0.04, -0.69, -0.13, 0.12, 1.43, 0.14, 0.08, -0.37, -0.20, 0.24, -0.15, -0.14, 0.14, -0.14, 0.10, 0.28, -0.27, -0.14, -0.36, 0.15, 0.12, -0.06, 0.12, -0.25, -0.14, 0.11, 0.21, 0.10, -0.14, -0.26, -0.03, 0.05, -0.14, -0.13, 0.20, -0.13, 0.04, -0.20, -0.15, 0.12, 0.09, 0.11, 0.14, -0.14, 0.13, -0.25, -0.20, -0.03, 0.06, -0.34, -0.04, 0.09, 0.18, 0.08, 0.10, -0.15, 0.09, 0.66, -0.07, 0.10, 0.14, -0.13, -0.13, 0.13, 0.13, 0.11, 0.10]
}

=====

{
  "formula": "C5H11N3O4PdS4",
  "method": "wB97M-V/def2-TZVPD",
  "lumo_energy_ev": [-0.1, -2.6],
  "spin_multiplicity": 5,
  "energy_ev": -64841.8669,
  "s_squared": 6.028,
  "de_lowest_kcal_mol": 0.00,
  "symbols": ["H", "H", "H", "O", "Pd", "S", "N", "S", "H", "C", "S", "H", "S", "N", "H", "C", "H", "C", "H", "H", "O", "N", "H", "C", "O", "H", "O", "C"],
  "coordinates": [[-2.06332, -4.50640, -0.23212], [-2.44126, 0.54347, -0.55065], [0.88679, 2.91660, -4.61734], [2.22624, 0.00452, 0.60915], [0.27146, -0.04265, -0.23734], [1.78450, -0.00485, 2.17476], [-2.59546, -1.37340, -0.00229], [-0.20422, -2.53322, -0.43258], [-0.34256, 4.43577, -3.29927], [0.05302, 2.24638, -4.39691], [0.26003, 0.16108, -2.67411], [-1.04207, 4.65211, -1.69045], [-0.03070, 2.38950, -0.27781], [-1.99322, -0.11926, 0.07008], [0.13091, 1.38158, -5.05077], [-0.04467, 2.76930, -1.92664], [-3.55619, -3.66129, -0.01429], [0.08297, 1.81745, -2.95114], [-3.53830, -1.45274, 0.34855], [0.69288, 4.77366, -1.91177], [2.31687, -1.26515, 2.60785], [-2.55525, -3.64032, -0.10417], [-1.95282, 0.22810, 1.02566], [-0.19808, 4.23594, -2.24107], [0.32379, 0.03606, 2.06661], [-0.86844, 2.77966, -4.63747], [2.38268, 1.18925, 2.68822], [-1.85197, -2.49711, -0.15849]],
  "forces_ev_per_angstrom": [[0.01, 0.01, 0.01], [-0.02, -0.01, 0.00], [0.00, 0.00, 0.00], [0.36, -0.02, 0.25], [-0.52, 0.06, -0.45], [0.72, -0.01, -0.53], [0.00, 0.03, 0.02], [0.08, -0.10, 0.11], [0.00, -0.03, 0.00], [0.05, 0.02, -0.02], [0.12, 0.03, 0.12], [0.01, 0.00, 0.01], [0.13, 0.15, 0.01], [-0.03, -0.02, 0.05], [0.00, 0.00, 0.00], [-0.05, -0.10, -0.11], [0.00, 0.01, -0.01], [-0.05, 0.09, 0.11], [0.01, -0.03, 0.01], [0.00, 0.01, -0.01], [-0.04, -0.11, 0.10], [-0.01, -0.02, 0.03], [-0.09, 0.02, -0.01], [0.02, 0.01, 0.02], [-0.60, -0.05, 0.25], [-0.02, -0.02, 0.01], [-0.05, 0.10, 0.11], [-0.02, -0.01, -0.09]],
  "lowdin_spin": [0.00, 0.00, 0.01, 0.77, 1.35, -0.03, 0.01, 0.10, 0.00, 0.02, 0.45, 0.01, 0.45, 0.09, 0.00, 0.20, 0.00, 0.18, 0.00, 0.01, 0.15, 0.01, 0.00, 0.03, 0.05, 0.00, 0.13, 0.01]
}

=====

Number 1 is which compound?
C28H20AuF15GeN7O2S